{
  "formula": "C5H9NO2",
  "method": "wB97M-V/def2-TZVPD",
  "smiles": "C=CC[C@@H](N)C(=O)O",
  "total_charge": 0,
  "multiplicity": 1,
  "orbital_gap_ha": 0.374,
  "homo_energy_ev": -9.4,
  "species": ["O", "C", "O", "C", "C", "C", "C", "N", "H", "H", "H", "H", "H", "H", "H", "H", "H"],
  "positions_angstrom": [[0.695564, 0.600217, -1.981181], [0.452893, -0.070640, -1.011135], [0.044982, -1.341752, -1.124680], [0.701007, 0.387764, 0.413677], [-0.290246, 0.057831, 1.528428], [-1.749988, 0.151456, 1.277842], [-2.300158, 0.841933, 0.274676], [2.006672, -0.250851, 0.673446], [0.096930, -1.685794, -2.033787], [0.857456, 1.462562, 0.359259], [-0.058758, 0.770819, 2.337425], [-0.068308, -0.911838, 1.967366], [-2.407661, -0.389582, 1.946726], [-1.769119, 1.482501, -0.414015], [-3.377454, 0.922723, 0.303421], [2.295352, -0.064929, 1.622352], [2.113123, -1.224779, 0.472201]],
  "atomic_forces_ev_per_a": [[-0.09, 0.07, 0.29], [-0.31, 0.46, -1.16], [-0.06, -0.88, 0.71], [0.63, -1.20, -0.08], [-0.03, 0.06, 0.60], [-0.18, 0.55, -1.27], [-0.37, 0.01, 1.26], [0.50, 1.38, 0.41], [0.01, 0.68, 0.18], [0.02, 0.00, -0.14], [0.01, -0.15, -0.04], [0.15, -0.26, -0.22], [0.05, 0.02, 0.13], [0.19, -0.17, -0.14], [-0.12, -0.05, -0.49], [0.16, -0.09, 0.04], [-0.56, -0.43, -0.07]]
}



{
  "formula": "C24H27I2InN5O2S3",
  "method": "wB97M-V/def2-TZVPD",
  "total_charge": -1,
  "multiplicity": 1,
  "orbital_gap_ha": 0.252,
  "homo_energy_ev": -4.8,
  "species": ["In", "I", "C", "C", "C", "I", "C", "C", "C", "C", "N", "C", "C", "O", "H", "H", "H", "H", "N", "C", "O", "C", "C", "H", "H", "H", "H", "H", "H", "S", "C", "N", "S", "C", "C", "C", "C", "C", "C", "H", "H", "H", "H", "H", "C", "C", "N", "C", "S", "N", "C", "C", "H", "H", "H", "H", "H", "H", "H", "H", "H", "H", "H", "H"],
  "positions_angstrom": [[-1.055534, -0.570477, -0.187428], [-5.175296, 2.125734, -2.267274], [-4.047435, 2.640722, -0.592020], [-4.363100, 3.796298, 0.138211], [-3.620256, 4.162211, 1.228556], [-4.192251, 5.879050, 2.286128], [-2.489215, 3.401372, 1.620105], [-1.627762, 3.696811, 2.701569], [-0.553968, 2.895967, 2.965649], [-0.312313, 1.779618, 2.147823], [-1.095375, 1.472964, 1.143231], [-2.179671, 2.242905, 0.870085], [-2.988219, 1.792467, -0.246161], [-2.708735, 0.700854, -0.857340], [-5.208175, 4.399304, -0.165833], [-1.835336, 4.555985, 3.326136], [0.102434, 3.097783, 3.802667], [0.515891, 1.111544, 2.339043], [-3.650440, -3.801107, 1.150001], [-2.825142, -3.025174, 0.396532], [-3.212947, -1.955322, -0.071997], [-1.431165, -3.560633, 0.138751], [-0.624622, -2.637046, -0.768900], [-4.514470, -3.395076, 1.465386], [-3.273505, -4.578228, 1.659875], [-1.539546, -4.574718, -0.265094], [-0.934577, -3.647542, 1.110212], [-0.910954, -2.744386, -1.816778], [0.440866, -2.828152, -0.657728], [-0.468982, -0.969225, 4.726622], [-0.892563, -1.119997, 3.149059], [-1.189668, -1.213960, 2.022277], [0.453815, 0.741033, -1.808348], [-0.222983, 0.415173, -3.419033], [0.519572, 0.874250, -4.520012], [0.066380, 0.716205, -5.821855], [-1.147683, 0.087487, -6.073694], [-1.889674, -0.383213, -4.998633], [-1.438046, -0.228816, -3.691426], [1.464311, 1.369883, -4.331740], [0.665808, 1.093234, -6.645958], [-1.515258, -0.020388, -7.087901], [-2.846074, -0.867655, -5.168497], [-2.071820, -0.588434, -2.895358], [4.888255, 0.516989, 3.171048], [3.387367, 0.680484, 2.955195], [2.707026, -0.575474, 2.694083], [2.788164, -1.302101, 1.556326], [2.349122, -2.930828, 1.524286], [3.270608, -0.622283, 0.488956], [3.365438, -1.160913, -0.873224], [4.693951, -1.864637, -1.124887], [5.363984, 1.491420, 3.328881], [5.352649, 0.039014, 2.304936], [5.076448, -0.107149, 4.046593], [3.204069, 1.391339, 2.146630], [2.922512, 1.100095, 3.846806], [2.287091, -1.061935, 3.474949], [3.332600, 0.377426, 0.570987], [3.220193, -0.327930, -1.556098], [2.543939, -1.849218, -1.023050], [5.534776, -1.173602, -0.995684], [4.724306, -2.265845, -2.143145], [4.811215, -2.694169, -0.422479]],
  "atomic_forces_ev_per_a": [[-0.39, 0.14, -0.42], [0.00, 0.02, 0.06], [0.11, -0.16, -0.03], [0.13, -0.17, -0.02], [0.02, 0.09, 0.06], [0.03, -0.03, -0.01], [0.03, -0.09, -0.05], [-0.05, 0.00, 0.00], [0.08, -0.01, 0.01], [-0.14, 0.08, -0.08], [-0.13, 0.00, 0.04], [0.18, -0.10, -0.06], [-0.02, 0.01, -0.14], [-0.05, 0.04, 0.27], [0.00, -0.04, -0.02], [0.00, 0.01, -0.02], [-0.03, -0.01, -0.05], [0.09, -0.07, 0.07], [0.09, 0.08, -0.17], [-0.19, 0.34, -0.23], [0.03, -0.49, 0.33], [0.12, 0.14, -0.11], [-0.24, 0.08, 0.25], [0.01, 0.04, -0.01], [0.05, -0.01, 0.05], [0.02, -0.01, 0.02], [-0.01, -0.04, -0.02], [0.03, 0.00, 0.00], [-0.03, -0.02, -0.05], [0.01, 0.01, -0.27], [0.13, -0.03, 0.24], [0.10, 0.11, 0.11], [-0.05, 0.07, -0.04], [0.11, -0.01, -0.12], [-0.10, -0.07, 0.02], [0.02, 0.01, 0.06], [-0.02, 0.01, 0.06], [0.09, 0.03, 0.04], [0.09, 0.10, -0.04], [0.00, 0.01, -0.01], [-0.04, -0.03, 0.08], [0.03, -0.02, 0.04], [0.06, 0.02, 0.02], [-0.01, 0.03, 0.16], [0.08, 0.03, 0.00], [-0.04, -0.13, 0.05], [-0.18, -0.04, 0.30], [0.25, -0.10, -0.34], [0.10, 0.40, -0.02], [-0.12, -0.32, -0.27], [0.27, -0.03, 0.29], [0.02, 0.00, 0.11], [-0.06, -0.13, -0.02], [-0.03, 0.04, 0.07], [0.01, 0.02, -0.05], [-0.10, 0.10, 0.03], [-0.03, 0.06, -0.01], [-0.03, 0.03, -0.06], [0.00, 0.01, -0.04], [-0.05, 0.04, -0.01], [-0.19, -0.11, -0.04], [-0.09, -0.09, -0.04], [-0.01, 0.07, 0.11], [0.01, 0.07, -0.08]]
}



What did we get for energy? Answer: -10915.3803; -90758.3214 eV, in the order shown.
What did we get for strongest force on any atom? Answer: 1.5; 0.6 eV/A, in the order shown.
What did we get for energy relative to the best compared isomer or geometry (same formula, charge and spin)? Answer: 27.6; 5.5 kcal/mol, in the order shown.